No. 1
Computed, not measured: a 3-piece molecular cluster, C6H17N2P overall in a non-equilibrium geometry, with ωB97M-V/def2-TZVPD.

Each atom is followed by the atoms it is bonded to, with distances in Å.
Geometry (Å):
1 C -1.57 0.27 1.54  P2 1.655, H6 1.159, H7 1.000
2 P -1.75 0.73 -0.04  C1 1.655, N3 1.716
3 N -0.50 1.88 -0.30  P2 1.716, C4 1.471, C5 1.510
4 C 0.29 2.50 0.77  N3 1.471, H8 1.108, H9 1.132, H10 1.061
5 C -0.02 2.20 -1.69  N3 1.510, H11 1.096, H12 1.016, H13 1.049
6 H -2.48 -0.27 2.01  C1 1.159
7 H -0.82 0.45 2.16  C1 1.000
8 H -0.22 2.85 1.68  C4 1.108
9 H 1.03 1.84 1.31  C4 1.132
10 H 0.83 3.34 0.39  C4 1.061
11 H -0.75 1.65 -2.29  C5 1.096
12 H -0.07 3.18 -1.99  C5 1.016
13 H 0.95 1.85 -1.89  C5 1.049
14 C 3.76 -0.98 -0.72  N15 1.246, H17 1.099, H18 1.078
15 N 4.44 -1.98 -1.02  C14 1.246, C16 1.479
16 C 5.00 -2.84 0.05  N15 1.479, H19 1.082, H20 1.053, H21 1.169
17 H 3.36 -0.38 -1.55  C14 1.099
18 H 3.58 -0.80 0.33  C14 1.078
19 H 6.04 -3.04 -0.14  C16 1.082
20 H 4.76 -2.58 1.04  C16 1.053
21 H 4.58 -3.91 -0.14  C16 1.169
22 C -3.74 -3.37 -1.56  H23 1.089, H24 1.014, H25 1.122, H26 1.125
23 H -2.82 -3.03 -2.03  C22 1.089
24 H -3.56 -3.26 -0.57  C22 1.014
25 H -4.61 -2.70 -1.80  C22 1.122
26 H -4.18 -4.37 -1.81  C22 1.125

The frontier orbital gap comes out at 9.03 eV. As for the total charge: 0. The total energy comes out at -689.53773 Eh. The HOMO energy is -8.3 eV.

=====

No. 2
Computed, not measured: a 2-piece molecular cluster, C6H17N4O2S overall in a non-equilibrium geometry, with ωB97M-V/def2-TZVPD.

Each atom is followed by the atoms it is bonded to, with distances in Å.
Geometry (Å):
1 C -2.04 -0.08 -0.08  N7 1.347, N10 1.268, S13 1.807
2 C 0.42 -0.36 2.57  C6 1.419, H14 1.183, H15 1.114, H16 1.091
3 C 2.19 -2.39 -0.39  N8 1.471, H17 1.124, H18 1.104, H19 1.029
4 C 2.37 1.23 0.12  N9 1.391, H20 1.109, H21 1.178, H22 1.053
5 C -1.68 1.41 -2.59  S13 1.768, H23 1.023, H24 1.171, H25 1.127
6 C -0.29 0.20 1.48  C2 1.419, N10 1.325, H26 1.055
7 N -3.04 -0.79 -0.64  C1 1.347, H27 0.969, H28 1.094
8 N 2.55 -1.06 0.11  C3 1.471, N9 1.314, H29 1.059
9 N 1.80 -0.01 -0.16  C4 1.391, N8 1.314
10 N -1.21 -0.47 0.79  C1 1.268, C6 1.325, H30 1.129
11 O -1.37 2.43 -0.14  S13 1.427
12 O -3.54 1.89 -0.93  S13 1.424
13 S -2.17 1.52 -0.90  C1 1.807, C5 1.768, O11 1.427, O12 1.424
14 H -0.27 -1.07 3.22  C2 1.183
15 H 0.76 0.48 3.22  C2 1.114
16 H 1.29 -0.90 2.19  C2 1.091
17 H 2.79 -2.55 -1.33  C3 1.124
18 H 2.48 -3.26 0.24  C3 1.104
19 H 1.18 -2.27 -0.48  C3 1.029
20 H 3.20 1.34 -0.61  C4 1.109
21 H 1.52 2.02 -0.06  C4 1.178
22 H 2.64 1.24 1.13  C4 1.053
23 H -2.41 1.21 -3.28  C5 1.023
24 H -1.20 2.46 -2.77  C5 1.171
25 H -0.83 0.68 -2.72  C5 1.127
26 H -0.26 1.25 1.45  C6 1.055
27 H -3.24 -1.57 -0.09  N7 0.969
28 H -3.89 -0.14 -0.83  N7 1.094
29 H 3.53 -0.90 0.47  N8 1.059
30 H -1.27 -1.57 1.01  N10 1.129

The frontier orbital gap (spin up / spin down) comes out at 5.98 / 7.70 eV. As for the total charge: +1. The total energy comes out at -1006.04537 Eh. The HOMO energy (spin up / spin down) is -10.5 / -11.4 eV.

=====

No. 3
Computed, not measured: a 2-piece molecular cluster, C6H17NO overall in a non-equilibrium geometry, with ωB97M-V/def2-TZVPD.

Each atom is followed by the atoms it is bonded to, with distances in Å.
Geometry (Å):
1 C -1.14 0.01 2.79  C2 1.548, H8 1.090, H9 1.098, H10 1.095
2 C -0.69 0.00 1.31  C1 1.548, C3 1.536, H11 1.101, H12 1.087
3 C 0.73 -0.57 1.11  C2 1.536, N4 1.464, H13 1.095, H14 1.113
4 N 0.82 -1.32 -0.14  C3 1.464, C5 1.430, C6 1.473
5 C 0.73 -2.74 -0.03  N4 1.430, H15 1.087, H16 1.095, H17 1.112
6 C 1.77 -0.75 -1.11  N4 1.473, C7 1.559, H18 1.107, H19 1.090
7 C 1.16 0.58 -1.65  C6 1.559, H20 1.098, H21 1.087, H22 1.103
8 H -0.39 -0.41 3.47  C1 1.090
9 H -1.93 -0.72 3.03  C1 1.098
10 H -1.31 1.05 3.06  C1 1.095
11 H -0.94 0.97 0.86  C2 1.101
12 H -1.30 -0.72 0.78  C2 1.087
13 H 1.13 -1.18 1.93  C3 1.095
14 H 1.41 0.31 1.17  C3 1.113
15 H -0.14 -3.00 0.56  C5 1.087
16 H 0.58 -3.14 -1.04  C5 1.095
17 H 1.61 -3.26 0.39  C5 1.112
18 H 2.77 -0.65 -0.64  C6 1.107
19 H 1.75 -1.45 -1.94  C6 1.090
20 H 0.06 0.54 -1.62  C7 1.098
21 H 1.52 0.61 -2.67  C7 1.087
22 H 1.20 1.52 -1.08  C7 1.103
23 O -3.17 4.40 -3.00  H24 0.959, H25 0.956
24 H -3.85 5.04 -2.77  O23 0.959
25 H -2.38 4.88 -2.76  O23 0.956

The frontier orbital gap comes out at 8.84 eV. As for the total charge: 0. The total energy comes out at -368.73788 Eh. The HOMO energy is -8.0 eV.

=====

No. 4
Computed, not measured: a 2-piece molecular cluster, C6H17NO overall in a non-equilibrium geometry, with ωB97M-V/def2-TZVPD.

Each atom is followed by the atoms it is bonded to, with distances in Å.
Geometry (Å):
1 C 0.62 0.62 1.97  C2 1.523, H8 1.091, H9 1.084, H10 1.096
2 C 0.05 -0.60 1.24  C1 1.523, N3 1.465, H11 1.126, H12 1.107
3 N 0.05 -0.53 -0.22  C2 1.465, C4 1.478, C6 1.459
4 C 1.41 -0.31 -0.78  N3 1.478, C5 1.557, H13 1.133, H14 1.160
5 C 1.69 1.16 -1.20  C4 1.557, H15 1.061, H16 1.109, H17 1.115
6 C -0.63 -1.62 -0.90  N3 1.459, C7 1.587, H18 1.103, H19 1.081
7 C -2.04 -1.16 -1.46  C6 1.587, H20 1.078, H21 1.084, H22 1.092
8 H 1.68 0.44 2.15  C1 1.091
9 H 0.38 0.60 3.02  C1 1.084
10 H 0.60 1.66 1.62  C1 1.096
11 H 0.44 -1.60 1.59  C2 1.126
12 H -0.99 -0.78 1.58  C2 1.107
13 H 1.70 -0.93 -1.68  C4 1.133
14 H 2.09 -0.55 0.13  C4 1.160
15 H 1.59 1.26 -2.25  C5 1.061
16 H 2.58 1.46 -0.61  C5 1.109
17 H 1.05 2.01 -0.87  C5 1.115
18 H -0.69 -2.58 -0.35  C6 1.103
19 H -0.07 -1.92 -1.78  C6 1.081
20 H -2.36 -2.12 -1.84  C7 1.078
21 H -1.94 -0.52 -2.33  C7 1.084
22 H -2.69 -0.57 -0.81  C7 1.092
23 O -1.70 1.86 1.43  H24 0.970, H25 0.959
24 H -1.99 2.77 1.32  O23 0.970
25 H -0.83 1.95 1.03  O23 0.959

The frontier orbital gap comes out at 9.00 eV. As for the total charge: 0. The total energy comes out at -368.70686 Eh. The HOMO energy is -8.1 eV.

=====

Relative energy (zero: lowest compared OMol25 entry of this formula, charge and spin) per entry: 83.07 467.94 165.33 246.76 kJ/mol